This record from OMol25 describes a molecular structure, C4H11N3. The level of theory is the ωB97M-V functional and the def2-TZVPD basis.

Each line ends with the natural charge from an NBO analysis.
Cartesian coordinates (Å):
C 1.79006 0.77286 1.31352  -0.653
C 0.30490 0.53632 0.31016  -0.094
C -0.30497 -0.80313 0.84420  -0.220
C -0.33530 0.29991 -2.12266  0.230
H 2.70527 1.56883 0.86071  0.257
H 1.23844 1.04087 2.37100  0.223
H 2.16085 -0.53801 1.43953  0.210
H -0.54563 1.28435 0.54151  0.218
H 0.27844 -0.94548 1.74222  0.200
H 0.13175 -1.40783 -0.06440  0.156
H -1.66743 -1.96926 1.60795  0.362
H -2.26485 -1.28183 0.30764  0.382
H 0.90024 2.67642 -1.49365  0.055
H -0.32717 0.64821 -3.23520  0.201
H -1.73845 -0.92088 -2.70810  0.354
N -1.60375 -1.06038 1.14436  -0.834
N 0.72630 0.42016 -1.10505  -0.348
N -1.44869 -0.32112 -1.75373  -0.699

## Properties
HOMO energy (eV): -8.78
HOMO-LUMO gap (eV): 6.4213
Total charge: 0
Energy above the lowest of the compared OMol25 structures with the same formula, charge and spin (kJ/mol): 1085.5
Total energy (Ha): -322.89309

This record from OMol25 describes 2 unconnected molecules or ions with the total composition C3H12N2O2. The level of theory is the ωB97M-V functional and the def2-TZVPD basis.

Each line ends with the natural charge from an NBO analysis.
Cartesian coordinates (Å):
N -0.31416 0.17336 2.81845  -0.812
C -0.62630 -0.83850 1.76739  -0.234
C 0.19531 -0.73641 0.42683  -0.085
N 0.83546 -1.93882 -0.00731  -0.843
C -0.84419 -0.45900 -0.70688  -0.102
O -0.01120 0.04166 -1.81797  -0.761
H 0.29189 0.90372 2.42685  0.343
H -1.12572 0.70199 2.88700  0.344
H -1.66406 -0.75626 1.62881  0.174
H -0.53011 -1.88584 2.16770  0.192
H 0.99708 -0.08099 0.65914  0.185
H 0.95748 -1.69704 -0.99352  0.364
H 1.80398 -2.10124 0.37210  0.363
H -1.32157 -1.37118 -1.00386  0.207
H -1.28330 0.47746 -0.40713  0.197
H -0.59761 -0.23157 -2.58189  0.472
O 0.72336 3.10656 -1.85326  -0.952
H 0.16880 3.31174 -2.58664  0.459
H 0.60790 2.10511 -1.80068  0.488

## Properties
HOMO energy (eV): -9.49
SMILES string: NC[C@@H](N)CO.O
HOMO-LUMO gap (eV): 9.9906
Total charge: 0
Energy above the lowest of the compared OMol25 structures with the same formula, charge and spin (kJ/mol): 235.2
Total energy (Ha): -381.42532

Question: What is the energy above the lowest of the compared OMol25 structures with the same formula, charge and spin in the first record?
Answer: 1085.5 kJ/mol

Repeat the first record exactly.
This record from OMol25 describes a molecular structure, C4H11N3. The level of theory is the ωB97M-V functional and the def2-TZVPD basis.

Each line ends with the natural charge from an NBO analysis.
Cartesian coordinates (Å):
C 1.79006 0.77286 1.31352  -0.653
C 0.30490 0.53632 0.31016  -0.094
C -0.30497 -0.80313 0.84420  -0.220
C -0.33530 0.29991 -2.12266  0.230
H 2.70527 1.56883 0.86071  0.257
H 1.23844 1.04087 2.37100  0.223
H 2.16085 -0.53801 1.43953  0.210
H -0.54563 1.28435 0.54151  0.218
H 0.27844 -0.94548 1.74222  0.200
H 0.13175 -1.40783 -0.06440  0.156
H -1.66743 -1.96926 1.60795  0.362
H -2.26485 -1.28183 0.30764  0.382
H 0.90024 2.67642 -1.49365  0.055
H -0.32717 0.64821 -3.23520  0.201
H -1.73845 -0.92088 -2.70810  0.354
N -1.60375 -1.06038 1.14436  -0.834
N 0.72630 0.42016 -1.10505  -0.348
N -1.44869 -0.32112 -1.75373  -0.699

## Properties
HOMO energy (eV): -8.78
HOMO-LUMO gap (eV): 6.4213
Total charge: 0
Energy above the lowest of the compared OMol25 structures with the same formula, charge and spin (kJ/mol): 1085.5
Total energy (Ha): -322.89309

Question: Which formula does entry 2 have?
Answer: C3H12N2O2

Question: Number 2 is which compound?
Answer: C3H12N2O2